Formula: C38H72O22
Source: the OMol25 dataset
Level of theory: ωB97M-V/def2-TZVPD

Values from the calculation:
**M**: 881.0 g mol⁻¹
**Kohn-Sham gap**: 0.378 Eh
**Energy relative to the best compared isomer or geometry (same formula, charge and spin)**: 0.0 kcal/mol

Cartesian coordinates (Å):
C: 0.00 -2.05 -2.82
C: 0.67 -3.02 -1.86
O: 0.11 -4.38 -1.94
C: -0.84 -4.75 -1.05
C: -1.24 -6.18 -1.25
O: -1.27 -4.05 -0.14
H: 0.63 -1.15 -2.91
H: -1.00 -1.79 -2.47
H: -0.07 -2.55 -3.78
H: 1.72 -3.15 -2.11
H: 0.64 -2.72 -0.82
H: -0.88 -6.50 -2.21
H: -2.31 -6.24 -1.14
H: -0.68 -6.81 -0.56
C: 3.10 -0.11 -0.71
C: 2.91 -0.37 0.76
O: 2.90 -1.82 0.99
C: 3.08 -2.20 2.28
C: 3.35 -3.64 2.45
O: 2.96 -1.45 3.22
H: 4.06 -0.56 -1.02
H: 3.25 0.92 -0.95
H: 2.27 -0.59 -1.22
H: 3.73 -0.02 1.36
H: 1.95 0.02 1.13
H: 2.95 -4.15 1.59
H: 3.02 -4.05 3.42
H: 4.42 -3.87 2.45
C: -1.27 -5.26 3.35
C: -0.20 -5.67 2.35
O: 0.99 -6.24 3.10
C: 2.01 -6.70 2.31
C: 3.19 -7.22 3.10
O: 1.97 -6.68 1.12
H: -1.86 -4.51 2.83
H: -0.90 -4.81 4.28
H: -1.86 -6.12 3.63
H: -0.54 -6.44 1.65
H: 0.21 -4.86 1.77
H: 3.01 -7.07 4.16
H: 4.13 -6.78 2.80
H: 3.35 -8.32 2.89
C: 2.98 4.93 0.78
C: 2.58 6.44 0.89
O: 2.51 6.81 2.31
C: 1.39 6.39 2.87
C: 1.36 6.64 4.38
O: 0.45 5.92 2.25
H: 3.75 4.80 1.58
H: 3.42 4.61 -0.16
H: 2.09 4.35 0.98
H: 3.32 7.09 0.48
H: 1.67 6.75 0.42
H: 2.16 7.33 4.49
H: 1.44 5.71 4.91
H: 0.45 7.12 4.75
C: 1.88 4.24 -3.97
C: 2.53 5.56 -3.67
O: 3.83 5.55 -4.35
C: 4.82 6.34 -3.95
C: 5.95 6.36 -4.98
O: 4.74 6.98 -2.92
H: 0.89 4.32 -3.54
H: 2.36 3.30 -3.57
H: 1.75 4.07 -5.05
H: 1.91 6.35 -4.04
H: 2.57 5.79 -2.61
H: 6.44 5.36 -4.92
H: 6.70 7.15 -4.87
H: 5.47 6.44 -5.95
C: -2.44 5.37 3.81
C: -2.33 4.01 3.15
O: -3.01 3.07 3.99
C: -2.73 1.75 3.66
C: -3.43 0.71 4.56
O: -2.01 1.37 2.78
H: -3.46 5.66 4.04
H: -2.08 6.17 3.17
H: -1.89 5.34 4.75
H: -2.88 4.03 2.22
H: -1.27 3.65 3.00
H: -2.66 0.33 5.28
H: -3.63 -0.13 3.90
H: -4.31 1.09 5.12
C: -4.93 -3.04 4.21
C: -4.17 -2.87 2.95
O: -4.70 -1.60 2.39
C: -5.15 -1.45 1.12
C: -5.36 -0.03 0.70
O: -5.44 -2.43 0.45
H: -4.51 -3.81 4.84
H: -6.00 -3.17 3.82
H: -4.93 -2.12 4.83
H: -3.11 -2.69 3.18
H: -4.40 -3.68 2.23
H: -5.93 -0.06 -0.23
H: -4.39 0.48 0.54
H: -5.89 0.44 1.53
C: -0.43 -1.25 2.05
C: -1.29 -0.84 0.90
O: -0.60 0.17 0.05
C: -1.27 0.62 -1.02
C: -0.52 1.78 -1.72
O: -2.36 0.21 -1.39
H: -0.98 -1.97 2.67
H: -0.21 -0.42 2.70
H: 0.52 -1.68 1.70
H: -1.50 -1.70 0.18
H: -2.17 -0.40 1.29
H: 0.52 1.63 -1.53
H: -0.89 2.69 -1.21
H: -0.70 1.69 -2.78
O: -5.95 1.35 -4.35
C: -5.60 0.30 -3.97
O: -4.84 -0.52 -4.73
C: -4.54 -1.71 -3.98
C: -4.97 -1.35 -2.62
O: -5.93 -0.31 -2.83
H: -5.08 -2.48 -4.52
H: -3.48 -1.87 -4.11
H: -4.12 -0.88 -2.07
H: -5.41 -2.20 -2.06
O: 1.95 0.82 -3.92
C: 2.67 0.21 -4.68
O: 2.49 -0.01 -5.97
C: 3.58 -0.72 -6.52
C: 4.36 -1.17 -5.28
O: 3.81 -0.41 -4.27
H: 3.13 -1.58 -7.06
H: 4.10 -0.04 -7.18
H: 5.44 -0.92 -5.32
H: 4.27 -2.23 -5.05

Löwdin population analysis, charges in e, atoms 1 to 2:
1. C -0.033
2. C -0.187